{"formula": "C16H18CoN2O2S", "method": "wB97M-V/def2-TZVPD", "homo_ev": [-10.48, -10.48], "energy_ha": -2661.11460, "spin_multiplicity": 5, "charge": 1, "relative_energy_kcal_mol": 14.6, "symbols": ["Co", "C", "C", "C", "C", "C", "H", "H", "H", "H", "H", "O", "C", "C", "C", "C", "C", "C", "C", "N", "C", "C", "N", "H", "H", "H", "H", "H", "H", "H", "C", "S", "C", "O", "H", "H", "H", "H", "H", "H"], "positions_angstrom": [[0.60803, 0.05042, 0.14400], [-0.61744, -2.65523, -0.02204], [0.07734, -1.99261, 1.03222], [1.07026, -2.91489, 1.53891], [0.98430, -4.09022, 0.79085], [-0.04871, -3.91391, -0.19413], [-1.44763, -2.25497, -0.59199], [-0.38938, -1.28414, 1.67249], [1.74842, -2.73588, 2.35309], [1.53778, -5.04711, 0.93752], [-0.36993, -4.65624, -0.90961], [0.54194, -0.51820, -1.66940], [-0.46126, -0.28774, -2.51544], [-0.80361, -1.20967, -3.53208], [-1.63713, -0.86012, -4.56210], [-2.17953, 0.45451, -4.62667], [-2.07676, 1.29367, -3.52228], [-1.23009, 0.92307, -2.47216], [-1.19062, 1.72636, -1.27751], [-0.74071, 1.35794, -0.06083], [-0.95835, 2.45316, 0.79677], [-1.58404, 3.42458, 0.11203], [-1.72743, 3.01384, -1.18777], [-0.39362, -2.21170, -3.46285], [-1.84127, -1.54571, -5.37333], [-2.74460, 0.80908, -5.48152], [-2.58792, 2.26690, -3.47639], [-0.69931, 2.36826, 1.83981], [-1.81791, 4.43961, 0.46049], [-2.00452, 3.50217, -2.02706], [1.62537, 0.05033, 4.36903], [2.49273, 0.35121, 2.78543], [3.13092, 2.01434, 3.06831], [1.34657, 0.66697, 1.73836], [2.35543, 0.42038, 5.12608], [1.55253, -1.01990, 4.45807], [0.69035, 0.57904, 4.43250], [3.66751, 2.06040, 4.03542], [2.30031, 2.72721, 3.06919], [3.82201, 2.24480, 2.20459]], "lowdin_spin": [2.824, 0.067, 0.309, 0.004, 0.240, 0.127, -0.001, 0.010, -0.006, 0.011, 0.004, 0.167, 0.007, 0.010, -0.003, 0.011, -0.003, 0.011, 0.005, 0.075, 0.008, 0.008, 0.002, 0.000, 0.000, 0.001, 0.000, 0.000, 0.001, 0.000, 0.004, 0.016, 0.003, 0.086, 0.000, 0.000, 0.000, 0.001, 0.000, 0.000]}